The following is a DFT calculation (wB97M-V/def2-TZVPD) of a 2-piece molecular cluster, C53H64N3O3 overall in a non-equilibrium geometry.

Computed properties:
**Gap between HOMO and LUMO**: 2.69 eV
**Calculated total energy**: -2447.45639 hartree
**Total charge**: +1
**Energy above the lowest of the compared OMol25 structures with the same formula, charge and spin**: 31.87 kJ/mol
**Highest occupied orbital energy**: -8.34 eV
**Spin multiplicity**: 1

The geometry in XYZ format:
```
123
Properties=species:S:1:pos:R:3:forces:R:3
C -0.3550 -0.1047 -2.4765 0.5 -0.2 -0.3
C -1.1635 1.0090 -1.8401 0.0 0.2 0.0
C -0.2420 2.1490 -1.3917 0.3 0.2 0.2
C -2.1067 1.5448 -2.9336 -0.2 0.0 0.0
C -1.9530 0.5559 -0.5914 0.4 -0.1 0.2
C -2.9267 1.4552 -0.1543 -0.5 0.5 0.3
C -3.4934 1.3169 1.1035 0.0 -0.3 -0.3
C -3.3899 0.0855 1.7441 -0.2 0.3 -0.1
C -2.5992 -0.9405 1.2560 0.4 -0.3 0.1
C -2.9304 -2.3617 1.8178 0.1 0.1 0.4
C -1.8838 -3.4457 1.6207 0.2 -0.4 0.0
C -4.2168 -2.8155 1.1076 -0.1 0.1 -0.3
C -3.2473 -2.2966 3.3209 -0.1 0.0 0.3
C -1.6698 -0.5613 0.2363 -0.2 0.7 0.1
N -0.3668 -1.1642 0.2105 -0.2 -1.1 -0.3
C 0.7436 -0.7518 0.9231 -0.2 1.1 0.3
C 0.8288 0.4249 1.6832 0.8 0.3 -0.8
C 2.1151 1.0994 1.7234 -0.1 -0.3 0.1
C 2.8607 1.1761 0.5006 -0.4 0.3 0.6
C 4.2195 1.3695 0.5282 0.1 -0.1 0.4
C 4.8476 1.5092 1.7828 -0.9 -0.2 -0.1
N 6.1942 1.0393 1.8436 2.3 -0.1 -0.2
O 6.8069 0.9999 2.9348 -1.2 0.2 -1.7
O 6.6886 0.6173 0.7677 -0.5 0.7 2.0
C 4.0963 1.7813 2.9537 0.1 -0.2 -0.8
C 2.7242 1.5870 2.9220 0.0 0.2 -0.7
N 1.7012 -1.7438 0.7684 -0.6 -0.2 -0.1
C 3.0304 -1.8253 1.3295 0.8 -0.6 0.2
C 3.2487 -1.7407 2.7402 -0.2 0.2 0.2
C 2.2774 -2.2526 3.8601 0.0 0.8 -0.2
C 2.8755 -1.9768 5.2413 0.1 -0.1 0.2
C 2.1314 -3.7723 3.6981 0.2 -0.1 -0.2
C 0.9090 -1.5990 3.8704 -0.7 -0.1 0.2
C 4.5507 -1.4328 3.1626 0.3 -0.5 -0.2
C 5.6275 -1.8012 2.3608 -0.2 -0.6 0.0
C 5.3836 -2.3304 1.1025 0.1 0.4 0.3
C 4.1376 -2.1286 0.4876 0.1 0.1 -0.1
C 4.2147 -2.2768 -1.0635 0.2 -0.2 0.1
C 5.5763 -1.7607 -1.5823 0.3 0.0 0.0
C 3.1931 -1.4776 -1.8540 -0.5 0.1 -0.5
C 4.1375 -3.7721 -1.4011 0.0 -0.1 -0.2
C 1.1551 -2.7393 -0.0469 -0.2 0.1 -0.3
C -0.0709 -2.3569 -0.4312 0.2 -0.7 0.2
H -0.9946 -0.9721 -2.6917 0.2 0.1 0.1
H 0.0818 0.2252 -3.4348 -0.2 0.0 0.4
H 0.4779 -0.3955 -1.8294 -0.2 -0.1 -0.3
H -0.8255 2.9699 -0.9566 0.1 -0.1 -0.1
H 0.4426 1.7991 -0.6089 -0.1 0.1 -0.2
H 0.3473 2.5518 -2.2275 -0.2 -0.2 0.1
H -2.5729 2.4965 -2.6510 0.0 -0.2 -0.2
H -1.5405 1.7164 -3.8625 -0.1 0.0 0.4
H -2.8873 0.8059 -3.1508 0.0 0.2 0.0
H -3.1948 2.3264 -0.7645 0.3 -0.4 0.4
H -4.0415 2.1371 1.5653 -0.1 -0.1 -0.3
H -3.9496 -0.0862 2.6532 0.0 -0.1 -0.4
H -0.9265 -3.1700 2.0812 -0.1 -0.2 -0.3
H -2.2230 -4.3811 2.1008 0.0 0.4 -0.1
H -1.7574 -3.6891 0.5600 0.1 0.1 0.4
H -5.0334 -2.1130 1.3125 0.1 -0.1 -0.1
H -4.0592 -2.8522 0.0217 -0.1 0.0 0.2
H -4.5291 -3.8171 1.4411 0.2 0.3 0.0
H -4.1832 -1.7621 3.5064 0.1 -0.1 0.1
H -3.3926 -3.3079 3.7314 0.1 0.3 -0.2
H -2.4475 -1.8031 3.8855 0.0 -0.1 0.0
H -0.0157 0.7415 2.2798 -0.1 0.0 -0.1
H 2.3327 1.0566 -0.4494 0.2 0.0 0.5
H 4.8239 1.3514 -0.3795 -0.2 -0.1 0.3
H 4.6261 2.0971 3.8433 -0.1 -0.3 0.1
H 2.1097 1.7209 3.8178 0.3 -0.1 -0.2
H 3.0748 -0.9063 5.3685 0.0 -0.2 0.1
H 2.1693 -2.2794 6.0245 0.0 0.0 -0.2
H 3.7987 -2.5436 5.3998 -0.1 0.2 0.0
H 1.5904 -4.0319 2.7789 0.1 0.0 0.1
H 3.1295 -4.2322 3.6555 -0.3 0.0 0.0
H 1.5902 -4.1911 4.5601 0.1 0.1 -0.2
H 0.3636 -1.7849 2.9442 0.0 0.1 0.3
H 0.3026 -2.0180 4.6913 0.2 0.0 -0.1
H 0.9883 -0.5155 4.0235 0.0 -0.3 -0.1
H 4.7787 -1.0210 4.1512 -0.3 -0.5 -0.4
H 6.6394 -1.7804 2.7631 -0.2 0.2 -0.1
H 6.2083 -2.7923 0.5561 -0.4 0.4 0.2
H 6.4050 -2.4169 -1.3002 -0.1 0.2 -0.1
H 5.5594 -1.7399 -2.6799 0.0 0.0 0.3
H 5.7909 -0.7512 -1.2086 0.0 -0.2 -0.1
H 2.2193 -1.9729 -1.8862 0.1 0.4 0.1
H 3.1145 -0.4561 -1.4590 -0.1 -0.4 -0.2
H 3.5183 -1.4022 -2.9051 -0.1 0.0 0.4
H 3.1881 -4.2154 -1.0884 0.2 0.0 -0.1
H 4.2384 -3.9200 -2.4854 0.0 0.0 0.2
H 4.9401 -4.3182 -0.8915 -0.1 0.1 -0.1
H 1.7060 -3.6265 -0.2946 0.0 0.1 0.0
H -0.7792 -2.8296 -1.0976 0.2 0.1 0.2
C -6.1910 -1.2867 8.1297 0.0 -0.1 0.1
O -6.2782 -0.9663 6.7189 1.1 1.7 -0.1
C -5.4546 0.0280 6.2919 -0.2 -1.1 0.3
C -5.5476 0.4389 4.9304 0.1 0.2 0.3
C -4.5165 1.1891 4.4070 -0.2 -1.0 -0.1
C -3.3282 1.4757 5.1738 0.6 0.8 -0.8
C -2.1409 1.9824 4.5234 -2.6 0.8 0.5
C -1.5333 3.1722 5.0691 1.7 1.0 1.5
C -1.7221 4.4356 4.4237 -0.1 -1.0 0.1
C -1.6000 5.6234 5.1472 0.1 -0.3 0.1
C -1.1746 5.6342 6.4896 0.2 -0.3 -0.3
C -1.0322 6.9605 7.2091 -0.1 0.3 0.0
C -0.8141 4.3969 7.0755 -0.1 0.5 -0.1
C -0.9628 3.2053 6.3760 -0.7 -0.2 0.0
C -3.5070 1.4356 6.5910 0.0 0.0 0.1
C -4.5045 0.6608 7.1423 0.0 0.1 0.0
H -6.7607 -2.2085 8.2531 0.1 0.2 0.0
H -5.1432 -1.4393 8.4417 -0.5 -0.1 -0.3
H -6.6271 -0.4710 8.7262 0.0 -0.3 -0.2
H -6.4257 0.1331 4.3496 0.4 0.3 0.2
H -4.6354 1.6407 3.4199 0.2 -0.5 0.3
H -1.9326 1.6730 3.4956 -0.4 0.2 0.0
H -2.0591 4.4305 3.3851 0.0 0.2 0.3
H -1.8717 6.5722 4.6733 0.2 -0.4 0.1
H -1.0038 6.8587 8.3012 0.0 -0.1 -0.3
H -0.1009 7.4771 6.9072 -0.4 -0.3 0.1
H -1.8635 7.6493 6.9626 0.4 -0.4 0.1
H -0.4604 4.3801 8.1157 0.0 0.0 -0.6
H -0.7036 2.2530 6.8644 -0.1 0.5 -0.3
H -2.8523 2.0339 7.2247 0.0 -0.6 -0.1
H -4.5512 0.5156 8.2228 0.0 0.3 -0.5
```
Forces are in eV/Å.